Arrangement one

The following is a DFT calculation (ωB97M-V/def2-TZVPD) of a 2-piece molecular cluster, C4H11IN3 overall.

Structure (ORCA input):
```
! wB97M-V def2-TZVPD RIJCOSX def2/J DEFGRID3
* xyz 1 1
C 0.615 1.246 -1.132
C -0.421 -2.138 -0.798
H 2.579 1.755 -1.051
H -1.803 -0.739 1.737
H -0.184 -2.448 -1.850
H -1.467 -2.451 -0.472
N -0.380 -0.786 -0.518
C -0.141 0.127 2.471
H -0.345 1.610 -1.316
H 0.443 1.016 2.761
N 0.695 0.038 -0.798
H 0.321 -2.665 -0.247
C -1.272 0.137 1.829
H 1.358 3.048 -1.620
H 1.638 -0.441 -0.604
H -1.152 -0.317 -1.012
I -2.361 1.723 1.119
H 0.279 -0.811 2.783
N 1.598 2.098 -1.284
*
```

Values from the calculation:
Kohn-Sham gap (eV): 9.21
Highest occupied orbital energy (hartree): -0.4537

Arrangement two

The following is a DFT calculation (ωB97M-V/def2-TZVPD) of a 2-piece molecular cluster, C4H11IN3 overall.

Structure (ORCA input):
```
! wB97M-V def2-TZVPD RIJCOSX def2/J DEFGRID3
* xyz 1 1
H -1.570 1.611 -0.909
H -0.839 -2.573 0.366
H -0.582 1.541 1.702
H 0.616 -2.204 -0.932
N -1.286 1.418 1.034
H 1.148 0.104 -2.244
H -2.211 1.604 1.332
C 0.349 1.045 -0.705
H 1.360 1.809 -2.628
N 0.676 -1.437 -0.220
C 0.664 1.056 -2.171
H 1.090 0.707 -0.032
N -0.821 1.393 -0.252
I 2.647 -1.160 0.448
C -0.170 -1.487 2.096
H 0.493 -0.782 2.474
H -0.262 0.947 -2.809
H -1.099 -1.715 2.597
C -0.202 -1.879 0.854
*
```

Values from the calculation:
Kohn-Sham gap (eV): 8.73
Highest occupied orbital energy (hartree): -0.4602

Stability summary - winner: arrangement one; margin: 18.0 kcal/mol.

Arrangement one

The following is a DFT calculation (ωB97M-V/def2-TZVPD) of an isolated molecule of C2H8N4O.

Structure (ORCA input):
```
! wB97M-V def2-TZVPD RIJCOSX def2/J DEFGRID3
* xyz 0 1
H -0.900 1.542 -0.981
N -1.535 -0.905 -0.488
N -0.112 -0.719 1.339
N 0.716 -0.631 -0.897
H -1.377 1.409 0.774
C -0.577 1.389 0.042
H 0.170 -1.699 1.339
H -1.715 -1.782 -0.008
H 0.707 -0.175 1.636
O 1.885 0.904 0.313
C 1.802 0.051 -0.600
H 0.138 2.132 0.374
N -0.333 -0.325 -0.018
H 2.598 -0.062 -1.346
H -1.466 -1.129 -1.478
*
```

Values from the calculation:
Kohn-Sham gap (eV): 9.90
Highest occupied orbital energy (hartree): -0.3302

Arrangement two

The following is a DFT calculation (ωB97M-V/def2-TZVPD) of an isolated molecule of C2H8N4O.

Structure (ORCA input):
```
! wB97M-V def2-TZVPD RIJCOSX def2/J DEFGRID3
* xyz 0 1
O 0.098 1.326 -1.135
N -1.514 -0.241 -0.331
H 0.600 -1.398 -1.417
H 1.454 -1.757 0.118
N 0.464 1.050 0.132
H 2.172 1.948 0.556
C 0.480 -1.631 -0.360
H -3.103 0.847 -0.056
N -2.274 0.501 0.417
H -0.354 -0.656 1.396
H -0.057 -2.572 -0.229
H 2.239 0.842 -0.663
H -1.794 1.197 1.001
C -0.255 -0.493 0.314
N 1.842 1.037 0.256
*
```

Values from the calculation:
Kohn-Sham gap (alpha / beta) (eV): 7.09 / 9.66
Highest occupied orbital energy (alpha / beta) (hartree): -0.2783 / -0.3282

Stability summary - winner: arrangement one; margin: 38.7 kcal/mol.

Arrangement one

The following is a DFT calculation (ωB97M-V/def2-TZVPD) of a 2-piece molecular cluster, C2H8N4O overall.

Structure (ORCA input):
```
! wB97M-V def2-TZVPD RIJCOSX def2/J DEFGRID3
* xyz 0 1
H 1.029 -3.295 2.573
H 0.342 -0.004 1.111
H -0.293 3.619 -1.762
N 1.123 -2.360 2.202
H -0.068 -0.807 -0.321
H -1.848 0.551 -0.001
C 0.780 -2.069 0.903
H 0.406 2.511 -2.609
N -1.372 1.449 -0.197
C -1.036 1.742 -1.400
N 0.028 2.636 -1.659
N 0.025 -0.865 0.676
O 1.070 -2.804 -0.041
H -1.466 1.306 -2.353
H 1.281 -1.610 2.878
*
```

Values from the calculation:
Kohn-Sham gap (eV): 10.49
Highest occupied orbital energy (hartree): -0.3569

Arrangement two

The following is a DFT calculation (ωB97M-V/def2-TZVPD) of an isolated molecule of C2H8N4O.

Structure (ORCA input):
```
! wB97M-V def2-TZVPD RIJCOSX def2/J DEFGRID3
* xyz 0 1
C 2.418 0.072 0.128
H -1.641 -1.298 1.309
H 2.359 0.364 1.191
N -0.115 1.040 0.102
H -0.392 -2.042 -0.699
H 3.283 -0.569 -0.143
N -0.804 -1.146 -0.523
N -1.963 -1.310 0.335
C 0.110 -0.194 -0.207
H -1.689 1.334 -1.065
O 1.317 -0.799 -0.106
H -1.382 2.506 0.095
N -1.422 1.529 -0.102
H 2.425 0.931 -0.535
H -2.505 -0.416 0.222
*
```

Values from the calculation:
Kohn-Sham gap (eV): 9.26
Highest occupied orbital energy (hartree): -0.3034

Arrangement three

The following is a DFT calculation (ωB97M-V/def2-TZVPD) of a 4-piece molecular cluster, C2H8N4O overall.

Structure (ORCA input):
```
! wB97M-V def2-TZVPD RIJCOSX def2/J DEFGRID3
* xyz 0 1
H 1.893 0.409 1.371
N 2.338 -0.285 -0.184
H -0.570 2.631 -0.064
N -1.005 -1.405 -0.654
H 3.478 -1.542 0.140
N 1.210 -1.205 -0.164
N -0.097 0.742 0.438
H -0.472 -2.359 -0.622
C -0.007 -0.625 -0.149
H -1.233 1.315 -1.647
H -1.287 -0.513 1.274
H -2.030 1.670 0.190
H 0.926 0.994 0.189
C -1.014 1.695 -0.469
O -2.129 -1.522 0.350
*
```

Values from the calculation:
Kohn-Sham gap (eV): 7.49
Highest occupied orbital energy (hartree): -0.3200

Stability summary - winner: arrangement one; margin: 43.8 kcal/mol.

Arrangement one

The following is a DFT calculation (ωB97M-V/def2-TZVPD) of an isolated molecule of C3H3ClS.

Structure (ORCA input):
```
! wB97M-V def2-TZVPD RIJCOSX def2/J DEFGRID3
* xyz 0 3
S -2.479 -1.351 -0.033
Cl -1.204 1.625 0.049
C 1.378 0.706 0.038
H 1.487 1.752 -0.203
C -0.811 -0.995 -0.064
H 0.001 -1.744 0.065
C -0.267 0.255 0.090
H 1.895 -0.249 0.059
*
```

Values from the calculation:
Expectation value of S²: 2.009
Kohn-Sham gap (alpha / beta) (eV): 9.04 / 6.07
Highest occupied orbital energy (alpha / beta) (hartree): -0.2988 / -0.3188

Arrangement two

The following is a DFT calculation (ωB97M-V/def2-TZVPD) of a 2-piece molecular cluster, C3H3ClS overall.

Structure (ORCA input):
```
! wB97M-V def2-TZVPD RIJCOSX def2/J DEFGRID3
* xyz 0 3
H -0.253 1.090 -2.016
Cl -1.545 -1.825 0.078
S 0.118 -1.781 1.385
C -0.419 1.503 0.187
C 1.287 -1.081 0.604
C -0.325 1.132 -0.944
H -0.138 1.783 1.148
H 1.275 -0.823 -0.442
*
```

Values from the calculation:
Expectation value of S²: 2.015
Kohn-Sham gap (alpha / beta) (eV): 7.19 / 7.84
Highest occupied orbital energy (alpha / beta) (hartree): -0.2674 / -0.3795

Stability summary - winner: arrangement one; margin: 54.8 kcal/mol.